# 1
A structure of composition C10H23INO7S2. Source: OMol25; level of theory: ωB97M-V/def2-TZVPD.

```
44
C10H23INO7S2 (ωB97M-V/def2-TZVPD)
O 1.457 -1.584 0.143
C 2.612 -1.729 0.162
I 3.453 -3.677 0.730
C 3.681 -0.749 -0.207
S 3.106 0.951 -0.391
O 1.945 0.916 -1.238
O 4.287 1.607 -0.923
N 2.690 1.445 1.052
S 3.862 1.539 2.142
O 3.619 2.661 3.011
O 4.126 0.258 2.765
H 4.082 -1.042 -1.182
H 4.471 -0.789 0.541
H 4.959 1.836 1.416
C 0.026 2.463 3.486
C -0.375 1.373 2.509
O -1.235 0.381 3.067
C -2.471 0.841 3.558
C -3.352 1.511 2.514
H 0.521 2.031 4.356
H 0.721 3.147 3.001
H -0.832 3.043 3.838
H 0.516 0.843 2.186
H -0.827 1.805 1.609
H -2.325 1.511 4.415
H -2.976 -0.049 3.939
H -2.893 2.415 2.114
H -4.311 1.789 2.955
H -3.535 0.832 1.680
C -0.922 -1.931 -1.859
C -0.463 -1.359 -3.186
O -0.776 -2.170 -4.316
C -2.146 -2.426 -4.527
C -2.990 -1.180 -4.747
H -0.494 -2.921 -1.697
H -0.603 -1.278 -1.052
H -2.010 -2.023 -1.805
H 0.623 -1.273 -3.190
H -0.854 -0.346 -3.322
H -2.560 -3.023 -3.706
H -2.184 -3.052 -5.421
H -2.993 -0.530 -3.872
H -4.023 -1.461 -4.957
H -2.607 -0.605 -5.591
```

lowest unoccupied orbital energy = 2.385 eV
charge = -1
F_max = 0.0155 hartree/bohr
multiplicity = 1
gap between HOMO and LUMO = 8.94 eV

Mulliken atomic charge list, values in e, 2 entries: number 1, O, carries -0.313; number 2, C, carries 0.336


# 2
A structure of composition C10H23MnNO3SSi in a non-equilibrium geometry. Source: OMol25; level of theory: ωB97M-V/def2-TZVPD.

```
40
C10H23MnNO3SSi (ωB97M-V/def2-TZVPD)
Mn 0.380 -0.087 -0.166
C -1.509 -0.716 -2.888
O -0.788 -0.936 -1.659
C -1.217 -2.099 -0.915
C -2.124 -1.651 0.210
O -1.353 -0.733 1.013
C -2.069 0.391 1.552
C -2.013 1.525 0.552
O -0.632 1.818 0.262
C -0.166 3.039 0.875
H -1.238 -1.482 -3.614
H -2.585 -0.740 -2.714
H -1.231 0.262 -3.272
H -1.703 -2.824 -1.567
H -0.319 -2.569 -0.494
H -3.013 -1.158 -0.188
H -2.424 -2.504 0.818
H -3.099 0.119 1.783
H -1.558 0.667 2.474
H -2.487 1.248 -0.392
H -2.515 2.407 0.949
H -0.622 3.890 0.369
H -0.403 3.066 1.937
H 0.915 3.073 0.766
S 1.777 -0.221 1.527
C 1.431 0.939 2.681
N 1.222 1.746 3.478
C 3.985 1.863 0.004
Si 2.656 1.309 -1.158
C 2.501 -0.457 -1.793
C 1.677 2.570 -2.112
H 4.654 2.567 -0.501
H 4.580 1.028 0.377
H 3.567 2.380 0.872
H 3.503 -0.827 -2.039
H 1.892 -0.521 -2.694
H 2.134 -1.186 -1.051
H 2.378 3.116 -2.755
H 1.204 3.310 -1.465
H 0.913 2.129 -2.753
```

lowest unoccupied orbital energy (spin up / spin down) = -8.797 / -8.445 eV
charge = +2
F_max = 0.0340 hartree/bohr
multiplicity = 2
gap between HOMO and LUMO (spin up / spin down) = 7.19 / 7.76 eV

Mulliken atomic charge list, values in e, 2 entries: number 1, Mn, carries 0.719; number 2, C, carries -0.871


# 3
A cluster of 2 separate species, C10H23N2O in total in a non-equilibrium geometry. Source: OMol25; level of theory: ωB97M-V/def2-TZVPD.

```
36
C10H23N2O (ωB97M-V/def2-TZVPD)
C -0.543 -2.971 0.624
C -0.594 -1.826 0.002
C -3.634 1.333 0.926
C 3.726 0.862 1.234
C 2.563 -1.075 -1.438
C -3.664 0.218 -0.024
C 2.678 -0.192 0.986
C -2.260 -0.105 -0.519
C 0.751 1.919 -0.128
C 2.026 -0.185 -0.379
N -1.246 -0.687 0.464
N 1.257 0.829 -0.789
O -0.215 2.550 -0.807
H -1.219 -2.928 1.420
H -0.278 -3.988 0.176
H -4.655 1.707 1.254
H -2.974 1.120 1.820
H -3.195 2.183 0.556
H 3.216 1.930 1.170
H 4.430 0.854 0.559
H 4.089 0.777 2.322
H 2.032 -0.923 -2.388
H 2.575 -2.106 -1.098
H 3.545 -0.796 -1.642
H -4.243 0.648 -0.891
H -4.155 -0.706 0.345
H 1.907 -0.153 1.682
H 3.071 -1.286 1.045
H -2.420 -0.900 -1.218
H -1.829 0.674 -1.019
H 0.013 -1.571 -0.901
H 0.911 2.084 1.020
H -0.532 0.123 0.626
H -1.733 -1.005 1.316
H 0.851 0.898 -1.840
H 0.037 3.415 -1.052
```

lowest unoccupied orbital energy = -2.502 eV
charge = +1
F_max = 0.1407 hartree/bohr
multiplicity = 1
gap between HOMO and LUMO = 7.15 eV

Mulliken atomic charge list, values in e, 2 entries: number 1, C, carries -0.863; number 2, C, carries -0.243


# 4
A structure of composition C10H23N2O4PtTe. Source: OMol25; level of theory: ωB97M-V/def2-TZVPD.

```
41
C10H23N2O4PtTe (ωB97M-V/def2-TZVPD)
Pt -0.615 0.042 0.080
C 0.082 4.457 0.477
C -0.482 3.087 0.349
N 0.178 2.018 0.649
O 1.448 2.169 1.167
C -1.860 2.902 -0.038
C -2.844 4.028 -0.004
N -2.220 1.690 -0.304
O -3.399 1.267 -0.448
H 1.133 4.406 0.746
H -0.453 5.008 1.248
H -0.036 4.999 -0.459
H 1.920 1.346 0.942
H -2.563 4.827 -0.684
H -2.911 4.441 1.001
H -3.822 3.646 -0.285
C 2.473 0.526 -1.674
O 1.958 0.070 -0.430
C 2.426 -1.200 -0.018
C 1.769 -2.332 -0.799
O 0.363 -2.205 -0.681
C -0.316 -3.137 -1.502
H 3.564 0.447 -1.690
H 2.187 1.572 -1.758
H 2.055 -0.027 -2.518
H 2.166 -1.277 1.042
H 3.515 -1.255 -0.130
H 2.100 -3.299 -0.399
H 2.058 -2.271 -1.857
H -0.046 -4.163 -1.226
H -0.073 -2.985 -2.559
H -1.379 -2.975 -1.352
C -3.855 -1.632 -0.960
Te -2.918 -1.003 0.860
C -2.532 -3.006 1.575
H -4.881 -1.894 -0.722
H -3.358 -2.487 -1.402
H -3.857 -0.788 -1.639
H -2.479 -3.724 0.763
H -3.336 -3.296 2.246
H -1.602 -3.019 2.134
```

lowest unoccupied orbital energy (spin up / spin down) = -2.870 / -4.624 eV
charge = +1
F_max = 0.0188 hartree/bohr
multiplicity = 3
gap between HOMO and LUMO (spin up / spin down) = 8.15 / 6.68 eV

Mulliken atomic charge list, values in e, 2 entries: number 1, Pt, carries 0.533; number 2, C, carries -1.373